# 1
C36H33GeN4RuSbSe as an isolated structure in a non-equilibrium geometry, computed with ωB97M-V/def2-TZVPD.

The spin multiplicity is 5. The value obtained for the total energy is -174793.7669 eV. As for the total charge: +2. The highest occupied orbital energy (alpha / beta) is -12.41 / -12.41 eV. The HOMO-LUMO gap (alpha / beta) comes out at 5.99 / 4.52 eV. For the lowest unoccupied orbital energy (alpha / beta), the calculation gives -0.2358 / -0.2899 Eh.

Last column: Löwdin charge in e.
Cartesian coordinates (Å):
1 Ru 0.68 -0.25 -1.33  1.270
2 C -1.25 -2.54 0.15  -0.040
3 C -0.25 -3.23 -0.72  -0.306
4 C -0.04 -4.60 -0.61  0.010
5 C 0.84 -5.23 -1.47  -0.013
6 C 1.44 -4.48 -2.47  -0.098
7 C 1.20 -3.12 -2.52  -0.450
8 N 0.40 -2.50 -1.63  -0.044
9 Sb 1.85 -2.03 -4.25  1.581
10 C 0.13 -0.73 -4.29  -0.420
11 C -0.45 -0.64 -5.54  -0.109
12 C -1.54 0.20 -5.75  -0.006
13 C -2.01 0.93 -4.68  0.012
14 C -1.39 0.81 -3.44  -0.300
15 C -1.91 1.56 -2.26  -0.043
16 N -0.35 -0.01 -3.24  -0.069
17 C 3.11 -0.59 -3.31  -0.448
18 C 4.42 -0.53 -3.73  -0.101
19 C 5.25 0.48 -3.25  -0.012
20 C 4.71 1.41 -2.38  0.011
21 C 3.38 1.30 -1.99  -0.316
22 C 2.78 2.28 -1.05  -0.040
23 N 2.60 0.30 -2.44  -0.041
24 H -2.07 -3.22 0.40  0.105
25 H -0.81 -2.21 1.08  0.059
26 H -1.68 -1.68 -0.36  0.056
27 H -0.59 -5.16 0.14  0.132
28 H 1.02 -6.30 -1.40  0.129
29 H 2.07 -4.95 -3.21  0.103
30 H -0.06 -1.22 -6.36  0.093
31 H -2.01 0.28 -6.72  0.131
32 H -2.85 1.61 -4.79  0.131
33 H -2.63 2.32 -2.56  0.103
34 H -2.41 0.89 -1.57  0.073
35 H -1.09 2.06 -1.73  0.046
36 H 4.80 -1.25 -4.44  0.100
37 H 6.28 0.55 -3.56  0.130
38 H 5.30 2.23 -2.00  0.132
39 H 3.28 3.25 -1.12  0.104
40 H 1.73 2.43 -1.28  0.045
41 H 2.87 1.93 -0.02  0.079
42 C 0.14 2.83 0.88  -0.217
43 Ge -0.46 0.98 1.03  1.026
44 C -2.40 0.90 1.07  -0.362
45 C -3.16 2.02 0.69  -0.136
46 C -4.53 2.05 0.91  -0.054
47 C -5.16 0.96 1.50  -0.047
48 C -4.42 -0.14 1.89  -0.048
49 C -3.05 -0.17 1.69  -0.109
50 C 0.14 0.16 2.73  -0.230
51 C 0.90 -1.00 2.84  -0.148
52 C 1.35 -1.48 4.06  -0.058
53 C 1.04 -0.80 5.23  0.003
54 C 0.24 0.35 5.19  -0.166
55 C -0.10 1.01 6.39  -0.005
56 C -0.93 2.12 6.38  -0.055
57 C -1.45 2.57 5.18  -0.052
58 C -1.12 1.94 3.98  -0.044
59 C -0.25 0.83 3.94  -0.175
60 H -0.50 3.43 1.52  0.040
61 H 0.07 3.22 -0.13  0.007
62 H 1.16 2.93 1.23  0.033
63 H -2.68 2.88 0.24  0.103
64 H -5.10 2.92 0.62  0.116
65 H -6.23 0.99 1.67  0.118
66 H -4.91 -0.98 2.37  0.116
67 H -2.49 -1.03 2.03  0.094
68 H 1.19 -1.54 1.95  0.038
69 H 1.96 -2.38 4.09  0.109
70 H 1.40 -1.16 6.19  0.124
71 H 0.30 0.63 7.32  0.121
72 H -1.19 2.62 7.31  0.114
73 H -2.13 3.42 5.17  0.113
74 H -1.59 2.30 3.08  0.071
75 Se 4.38 -1.89 0.98  0.851
76 C 2.92 -1.15 0.43  -0.898
77 N 1.90 -0.67 0.08  -0.172

# 2
One molecule with the formula C6H5FO3 in a non-equilibrium geometry, computed with ωB97M-V/def2-TZVPD.

The relative energy (zero: lowest compared OMol25 entry of this formula, charge and spin) comes out at 469.95 kJ/mol. The value obtained for the total energy is -15157.7066 eV. The highest occupied orbital energy is -10.96 eV. The HOMO-LUMO gap comes out at 8.99 eV. The SMILES is C[C@@H](F)C1=CC(=O)OC1=O. For the lowest unoccupied orbital energy, the calculation gives -0.0721 Eh.

Last column: Löwdin charge in e.
Cartesian coordinates (Å):
1 C -0.17 -2.02 -0.75  -0.059
2 C -0.59 -1.19 0.64  -0.210
3 F 0.19 -1.78 1.76  -0.108
4 C -0.16 0.39 0.34  -0.033
5 C 1.26 0.82 0.36  0.121
6 C 1.10 2.41 -0.03  -0.203
7 O 2.15 3.23 -0.19  0.019
8 O -0.35 2.76 -0.19  0.024
9 C -1.22 1.58 -0.03  -0.178
10 O -2.54 1.41 -0.17  0.034
11 H 0.96 -2.30 -0.64  0.095
12 H -0.23 -1.23 -1.62  0.095
13 H -0.88 -2.92 -0.97  0.090
14 H -1.73 -1.32 0.90  0.159
15 H 2.21 0.17 0.58  0.153

# 3
A 2-piece molecular cluster, C19H26F9INO2 overall in a non-equilibrium geometry, computed with ωB97M-V/def2-TZVPD.

The value obtained for the total energy is -58248.7215 eV. As for the total charge: +1. The highest occupied orbital energy is -12.77 eV. The HOMO-LUMO gap comes out at 7.61 eV. For the lowest unoccupied orbital energy, the calculation gives -0.1894 Eh.

Last column: Löwdin charge in e.
Cartesian coordinates (Å):
1 C -0.85 4.00 -1.11  -0.129
2 C 0.27 2.77 -1.29  -0.345
3 C -0.38 1.50 -0.40  -0.105
4 C 1.76 3.22 -0.78  -0.261
5 C 1.87 4.86 -1.08  -0.116
6 C 3.00 2.54 -1.65  -0.160
7 O 3.44 1.23 -1.16  -0.108
8 C 2.52 0.15 -1.55  -0.074
9 C 2.30 -1.11 -0.47  0.045
10 C 1.30 -2.39 -0.87  -0.554
11 I 0.97 -4.09 0.53  0.822
12 C 0.56 -2.31 -2.35  0.016
13 N 0.77 -1.15 -3.33  -0.091
14 C 0.01 -1.20 -4.67  -0.128
15 C -0.65 0.31 -4.85  -0.162
16 C -1.88 0.39 -5.93  -0.130
17 F -3.08 -0.41 -5.54  -0.125
18 C 1.71 0.01 -2.97  0.098
19 H -0.84 4.75 -2.01  0.082
20 H -1.93 3.51 -1.05  0.092
21 H -0.71 4.57 -0.07  0.101
22 H 0.25 2.51 -2.45  0.117
23 H -1.06 2.01 0.42  0.089
24 H 0.43 0.88 0.16  0.060
25 H -1.10 0.86 -1.08  0.085
26 H 1.93 3.09 0.38  0.164
27 H 1.47 5.13 -2.18  0.101
28 H 1.34 5.51 -0.26  0.091
29 H 3.01 5.22 -1.09  0.089
30 H 2.76 2.59 -2.80  0.131
31 H 3.93 3.28 -1.49  0.150
32 H 2.85 -1.14 0.58  0.127
33 H -0.17 -3.22 -2.61  0.141
34 H 0.73 -1.51 -5.54  0.155
35 H -0.87 -1.96 -4.57  0.142
36 H 0.24 0.99 -5.26  0.125
37 H -0.90 0.71 -3.78  0.111
38 H -2.23 1.53 -5.97  0.141
39 H -1.48 0.14 -7.01  0.139
40 H 1.87 0.86 -3.77  0.125
41 C 0.15 -2.60 4.67  -0.063
42 C -0.34 -4.04 4.92  -0.432
43 C -1.52 -4.47 4.06  -0.297
44 F -2.62 -3.72 4.28  0.089
45 F -1.87 -5.76 4.35  0.096
46 F -0.61 -4.20 6.24  0.133
47 F 0.71 -4.87 4.66  0.093
48 O -0.33 -1.61 5.59  0.035
49 C -1.60 -1.06 5.27  -0.476
50 C -2.66 -1.34 6.35  -0.262
51 F -2.85 -2.68 6.52  0.090
52 F -3.86 -0.82 6.01  0.098
53 F -1.98 -1.47 4.04  0.118
54 F -1.40 0.29 5.18  0.138
55 H 1.23 -2.61 4.83  0.151
56 H 0.02 -2.29 3.63  0.126
57 H -1.27 -4.43 2.99  0.133
58 H -2.36 -0.93 7.32  0.178

# 4
One molecule with the formula C2H4OS2 in a non-equilibrium geometry, computed with ωB97M-V/def2-TZVPD.

The relative energy (zero: lowest compared OMol25 entry of this formula, charge and spin) comes out at 149.48 kJ/mol. The value obtained for the total energy is -25854.9462 eV. The highest occupied orbital energy is -8.86 eV. The HOMO-LUMO gap comes out at 8.54 eV. The SMILES is OSCC=S. For the lowest unoccupied orbital energy, the calculation gives -0.0118 Eh.

Last column: Löwdin charge in e.
Cartesian coordinates (Å):
1 O -2.10 0.03 0.22  -0.446
2 S -1.01 -1.23 0.15  0.846
3 C 0.54 -0.25 -0.26  -0.538
4 C 0.65 0.83 0.71  -0.820
5 S 1.13 2.33 0.42  0.704
6 H -2.48 0.13 -0.61  -0.005
7 H 1.33 -0.99 0.03  0.089
8 H 0.67 0.08 -1.40  0.125
9 H 0.11 0.56 1.62  0.045